Entry 1:
This record from OMol25 describes an isolated molecule of C21H24N6O4S. The level of theory is ωB97M-V/def2-TZVPD.

Calculated values
SMILES = Cc1cc(C)nc(-n2nc(C)cc2NC(=O)c2ccc(S(=O)(=O)N3CCOCC3)cc2)n1
HOMO-LUMO gap = 8.793 eV
net charge = 0
ΔE to the lowest compared entry with this formula, charge and spin = 462.6 kcal per mole
DFT total energy = -50114.3575 eV

Positions of all 56 atoms, in Å:
C1 4.407 3.832 -2.921
C2 3.466 2.766 -3.396
C3 3.870 2.358 -4.820
C4 2.913 1.385 -5.237
C5 2.782 0.909 -6.704
N1 1.930 1.007 -4.287
C6 1.876 1.289 -3.116
N2 1.015 0.861 -2.191
N3 0.232 -0.208 -2.638
C7 -0.502 -0.621 -1.786
C8 -1.617 -1.598 -1.870
C9 -0.335 0.267 -0.594
C10 0.743 0.870 -1.018
N4 1.535 1.780 -0.409
C11 1.836 1.980 0.923
O1 2.151 3.147 1.269
C12 0.980 1.119 1.971
C13 1.582 -0.076 2.106
C14 0.706 -1.135 2.738
C15 -0.098 -0.673 3.541
S1 -1.103 -1.719 4.600
O2 -1.474 -1.193 5.816
O3 -0.634 -3.230 4.423
N5 -2.701 -1.718 3.604
C16 -3.612 -2.476 4.300
C17 -4.928 -2.123 3.224
O4 -4.651 -2.907 2.036
C18 -3.566 -2.322 1.453
C19 -2.440 -2.516 2.238
C20 -0.600 0.632 3.610
C21 -0.104 1.565 2.669
N6 2.513 2.167 -2.631
H1 4.338 3.911 -1.776
H2 5.481 3.655 -3.071
H3 4.128 4.640 -3.421
H4 4.275 2.934 -5.548
H5 2.090 0.054 -6.683
H6 3.741 0.339 -7.046
H7 2.545 1.693 -7.500
H8 -1.682 -2.459 -1.202
H9 -2.615 -1.243 -1.653
H10 -1.792 -1.840 -2.939
H11 -0.635 -0.029 0.221
H12 1.948 2.400 -0.885
H13 2.240 -0.477 1.357
H14 1.073 -2.095 2.871
H15 -3.841 -1.690 5.173
H16 -3.647 -3.345 4.431
H17 -5.782 -2.517 3.972
H18 -5.204 -0.929 3.143
H19 -3.497 -2.900 0.650
H20 -3.674 -1.300 1.421
H21 -1.574 -2.226 2.010
H22 -2.235 -3.663 2.702
H23 -1.500 0.925 4.186
H24 -0.356 2.743 2.687

Entry 2:
This record from OMol25 describes a structure of composition C21H24N6O5V. The level of theory is ωB97M-V/def2-TZVPD.

Calculated values
HOMO-LUMO gap (spin up / spin down) = 8.090 / 8.160 eV
2S+1 = 3
net charge = +1
DFT total energy = -67031.0963 eV

Positions of all 57 atoms, in Å:
V1 0.524 -0.045 -0.425
C1 -2.873 4.227 -1.667
O1 -1.946 3.248 -1.226
C2 -1.796 3.096 0.115
C3 -2.623 3.657 1.068
C4 -2.414 3.399 2.430
C5 -1.388 2.578 2.825
C6 -0.547 1.979 1.870
C7 0.557 1.141 2.308
N1 1.082 0.294 1.507
N2 2.264 -0.330 1.870
C8 2.887 -0.660 0.780
O2 2.408 -0.401 -0.424
C9 4.188 -1.355 0.858
C10 4.962 -1.496 -0.290
C11 6.180 -2.154 -0.229
C12 6.627 -2.676 0.976
C13 5.856 -2.536 2.124
C14 4.641 -1.875 2.069
C15 -0.719 2.256 0.501
O3 0.047 1.759 -0.460
H1 -2.771 4.273 -2.748
H2 -3.901 3.953 -1.409
H3 -2.645 5.205 -1.241
H4 -3.434 4.308 0.772
H5 -3.058 3.863 3.164
H6 -1.211 2.388 3.876
H7 0.983 1.265 3.301
H8 4.612 -1.071 -1.222
H9 6.785 -2.253 -1.121
H10 7.578 -3.189 1.024
H11 6.208 -2.939 3.064
H12 4.037 -1.754 2.958
C16 -5.164 0.452 -1.333
N3 -3.744 0.162 -1.344
C17 -2.929 0.005 -2.540
C18 -1.571 -0.209 -1.915
O4 -0.465 -0.291 -2.453
N4 -1.686 -0.255 -0.569
C19 -2.963 0.022 -0.268
N5 -3.400 0.124 0.982
H13 -5.466 0.741 -2.336
H14 -5.381 1.291 -0.670
H15 -5.750 -0.416 -1.030
H16 -2.929 0.906 -3.155
H17 -3.233 -0.851 -3.145
H18 -2.707 0.218 1.710
H19 -4.324 0.469 1.177
C20 1.603 -2.949 -2.048
C21 0.863 -3.079 -0.756
N6 0.822 -4.274 -0.171
O5 0.284 -2.118 -0.213
H20 1.843 -3.913 -2.489
H21 2.522 -2.397 -1.849
H22 1.007 -2.357 -2.741
H23 1.290 -5.068 -0.570
H24 0.379 -4.366 0.729

Entry 3:
This record from OMol25 describes an isolated molecule of C21H24O4. The level of theory is ωB97M-V/def2-TZVPD.

Calculated values
SMILES = CCOc1ccc(C(=O)CCCC(=O)c2ccc(OCC)cc2)cc1
HOMO-LUMO gap = 9.037 eV
net charge = 0
ΔE to the lowest compared entry with this formula, charge and spin = 1.7 kcal per mole
DFT total energy = -30356.3938 eV

Positions of all 49 atoms, in Å:
C1 -5.013 -2.436 -2.055
C2 -5.777 -1.626 -1.011
O1 -5.050 -1.467 0.192
C3 -4.052 -0.557 0.276
C4 -3.675 0.335 -0.727
C5 -2.652 1.238 -0.511
C6 -1.974 1.281 0.705
C7 -0.881 2.230 1.012
O2 -0.347 2.239 2.103
C8 -0.470 3.180 -0.095
C9 0.684 4.106 0.288
C10 1.990 3.340 0.520
C11 2.411 2.584 -0.725
O3 2.488 3.141 -1.801
C12 2.759 1.152 -0.581
C13 2.227 0.317 0.398
C14 2.589 -1.015 0.472
C15 3.507 -1.546 -0.431
O4 3.940 -2.830 -0.458
C16 3.573 -3.728 0.572
C17 4.343 -3.480 1.866
C18 4.029 -0.717 -1.430
C19 3.651 0.601 -1.507
C20 -2.357 0.379 1.704
C21 -3.372 -0.522 1.499
H1 -4.756 -3.410 -1.647
H2 -4.095 -1.932 -2.346
H3 -5.635 -2.575 -2.935
H4 -6.679 -2.165 -0.711
H5 -6.077 -0.650 -1.413
H6 -4.175 0.342 -1.683
H7 -2.391 1.913 -1.311
H8 -0.191 2.591 -0.973
H9 -1.344 3.781 -0.360
H10 0.835 4.825 -0.519
H11 0.425 4.648 1.199
H12 1.896 2.687 1.382
H13 2.784 4.063 0.729
H14 1.498 0.686 1.103
H15 2.141 -1.627 1.238
H16 2.491 -3.695 0.748
H17 3.826 -4.713 0.173
H18 4.125 -2.492 2.265
H19 4.068 -4.228 2.605
H20 5.411 -3.545 1.677
H21 4.729 -1.142 -2.132
H22 4.049 1.242 -2.280
H23 -1.834 0.412 2.649
H24 -3.672 -1.216 2.268

Entry 4:
This record from OMol25 describes a structure of composition C21H25BaN6O3. The level of theory is ωB97M-V/def2-TZVPD.

Calculated values
HOMO-LUMO gap = 6.756 eV
net charge = +1
ΔE to the lowest compared entry with this formula, charge and spin = 10.1 kcal per mole
DFT total energy = -37953.9935 eV

Positions of all 56 atoms, in Å:
Ba1 -0.254 -0.035 -0.068
C1 -2.489 3.822 3.910
N1 -2.354 3.328 2.546
C2 -2.730 4.275 1.500
C3 -1.783 2.171 2.216
O1 -1.591 1.830 1.039
C4 -1.352 1.252 3.353
O2 -0.829 0.054 2.815
C5 -1.270 -1.141 3.432
C6 -1.726 -2.127 2.359
O3 -1.529 -1.867 1.162
N2 -2.321 -3.247 2.759
C7 -2.494 -3.660 4.146
C8 -2.763 -4.229 1.774
H1 -3.437 4.349 3.998
H2 -1.686 4.521 4.150
H3 -2.485 3.018 4.638
H4 -3.732 4.650 1.702
H5 -2.716 3.784 0.534
H6 -2.036 5.117 1.486
H7 -2.204 1.055 4.006
H8 -0.582 1.751 3.952
H9 -2.084 -0.947 4.131
H10 -0.442 -1.581 3.997
H11 -2.146 -2.909 4.846
H12 -1.938 -4.581 4.326
H13 -3.549 -3.854 4.340
H14 -2.762 -3.788 0.784
H15 -3.771 -4.554 2.025
H16 -2.102 -5.096 1.783
N3 5.448 2.103 1.080
C9 4.662 1.003 0.976
C10 3.263 1.095 0.847
N4 2.506 0.017 0.754
C11 3.113 -1.175 0.788
C12 4.486 -1.260 0.921
N5 5.259 -0.188 1.017
H17 5.091 3.007 0.827
H18 6.442 1.963 1.023
H19 2.777 2.064 0.811
H20 2.497 -2.062 0.697
H21 4.985 -2.221 0.952
N6 1.597 -0.653 -10.650
C13 1.394 -0.583 -9.521
C14 1.144 -0.494 -8.111
C15 2.122 -0.899 -7.204
C16 1.881 -0.813 -5.846
C17 0.662 -0.323 -5.367
C18 -0.311 0.081 -6.287
C19 -0.074 -0.003 -7.645
C20 0.413 -0.237 -3.958
C21 0.180 -0.145 -2.759
H22 3.065 -1.279 -7.572
H23 2.637 -1.127 -5.139
H24 -1.255 0.461 -5.921
H25 -0.828 0.309 -8.356

Entry 5:
This record from OMol25 describes a structure of composition C21H25BrCaF4N2O3. The level of theory is ωB97M-V/def2-TZVPD.

Calculated values
HOMO-LUMO gap = 7.218 eV
net charge = 0
DFT total energy = -130658.5095 eV

Positions of all 57 atoms, in Å:
Ca1 -0.640 0.838 -0.510
C1 0.302 -0.430 4.010
C2 -0.033 -0.248 2.524
N1 -0.063 1.124 2.002
C3 -1.035 1.934 2.732
C4 -1.201 3.349 2.168
C5 1.268 1.730 1.995
C6 2.114 1.208 0.834
N2 1.378 1.426 -0.381
C7 1.911 1.109 -1.550
C8 1.170 1.412 -2.720
F1 -0.095 1.944 -2.528
C9 1.605 1.146 -3.993
F2 0.823 1.472 -5.041
C10 2.842 0.561 -4.221
C11 3.588 0.222 -3.103
F3 4.773 -0.393 -3.282
C12 3.162 0.484 -1.819
F4 3.956 0.059 -0.790
H1 0.473 -1.486 4.199
H2 -0.514 -0.101 4.649
H3 1.206 0.098 4.300
H4 -1.008 -0.701 2.326
H5 0.704 -0.801 1.940
H6 -0.761 2.023 3.794
H7 -1.992 1.400 2.675
H8 -0.498 4.044 2.622
H9 -2.199 3.720 2.393
H10 -1.038 3.366 1.091
H11 1.798 1.568 2.942
H12 1.151 2.803 1.848
H13 2.344 0.142 0.981
H14 3.066 1.759 0.828
H15 3.209 0.367 -5.212
Br1 1.676 -7.169 -0.825
C13 0.930 -5.421 -0.722
C14 -0.436 -5.280 -0.548
C15 -0.983 -4.009 -0.532
C16 -0.168 -2.897 -0.698
C17 1.208 -3.059 -0.831
C18 1.767 -4.323 -0.834
C19 -0.720 -1.506 -0.798
O1 -1.505 -1.065 0.068
O2 -0.321 -0.814 -1.750
H16 -1.061 -6.154 -0.436
H17 -2.045 -3.876 -0.410
H18 1.836 -2.183 -0.934
H19 2.832 -4.458 -0.938
C20 -4.585 1.152 -0.737
C21 -3.502 2.054 -1.309
O3 -2.386 2.109 -0.430
H20 -5.359 0.957 -1.473
H21 -5.055 1.615 0.132
H22 -4.139 0.202 -0.437
H23 -3.887 3.075 -1.463
H24 -3.121 1.663 -2.258
H25 -2.743 2.236 0.459